This record from the Open Molecules 2025 dataset describes C46H97F6N5O5P as an isolated structure. The level of theory is ωB97M-V with the def2-TZVPD basis set.

```
160
Properties=species:S:1:pos:R:3
P 21.6826 -2.5586 1.7218
F 21.0167 -3.3519 0.5093
F 20.2911 -1.9093 2.2913
F 22.5899 -1.9090 2.8619
F 23.1914 -3.1214 1.3418
F 21.5371 -3.8068 2.7423
F 21.9375 -1.3136 0.6558
O 21.4961 -2.4678 -1.3925
O 17.3926 0.0302 -3.1291
O 18.9753 -0.5753 -0.6436
O 16.9687 -1.3061 -0.7819
O 18.6770 -2.6210 -0.0158
N 16.3665 0.2316 -2.2215
N 16.5271 -4.5614 -0.4565
N 19.2895 1.1115 2.7029
N 19.3314 -4.9484 3.3436
N 20.7566 -1.4706 -2.0712
C 17.9117 -5.0824 0.1765
C 19.2910 0.5202 -3.7010
C 21.5363 0.2690 -0.4606
C 19.5545 -0.3335 3.0633
C 21.2233 -4.9954 5.0806
C 17.9171 -4.2551 3.2040
C 15.9939 2.6879 -2.0357
C 15.7891 -5.9646 -0.6629
C 14.1513 -0.5728 -1.3616
C 17.9966 -2.8494 2.5759
C 17.0066 1.3889 3.5600
C 15.0937 -0.4815 -2.6164
C 22.4311 0.3085 -2.8609
C 13.4525 -2.4864 0.8864
C 20.2717 -4.0829 4.2863
C 21.1829 -1.9853 -4.5682
C 21.3265 1.2757 1.1405
C 20.0648 -1.8860 -3.4185
C 20.7974 -6.4156 4.6919
C 20.5709 1.8496 2.3921
C 19.3989 -3.2745 -3.2707
C 14.3254 0.1199 -3.7917
C 17.7878 1.6183 -0.5894
C 18.2044 1.0454 1.4808
C 18.1550 -1.4722 -0.4662
C 18.4670 1.7543 3.7856
C 16.8295 -7.0322 -0.8494
C 19.9687 0.8771 -2.3414
C 15.7468 -3.6602 0.4243
C 22.6743 1.9435 0.8754
C 20.0306 -5.1588 1.9838
C 23.5347 2.1210 2.1383
C 21.1961 0.0214 -1.9159
C 15.3033 1.2319 -0.0893
C 17.8525 -6.6352 0.2075
C 15.4887 -1.9463 -2.9893
C 14.3744 -3.1647 -0.1882
C 13.9607 0.6625 -0.5168
C 16.9023 1.6003 2.1113
C 18.8492 -0.9747 -3.5958
C 19.3299 -6.2177 4.2557
C 14.0235 -1.1861 1.4814
C 16.5978 -2.2944 2.4461
C 16.7158 -3.8872 -1.8682
C 16.3542 1.4138 -1.2423
C 15.9404 -1.7562 3.7560
H 20.1762 -4.1771 1.5329
H 15.0531 2.7610 -2.5814
H 21.5319 -1.0271 -4.9532
H 22.4789 -0.1481 -0.1064
H 19.1594 0.9376 -1.6138
H 19.1072 -7.0721 3.6165
H 15.7739 -2.2218 -4.0046
H 21.4717 0.1972 1.2028
H 15.3550 -6.1780 0.3139
H 16.7228 2.8167 -2.8358
H 14.5080 -2.3905 -0.9438
H 13.9784 -4.0511 -0.6837
H 22.1263 0.7571 -3.8064
H 14.4229 -1.4501 -0.7746
H 15.8363 0.5378 0.5606
H 21.2233 -4.9005 6.1665
H 15.8996 -2.9807 1.9671
H 16.5987 -1.4942 1.7059
H 20.3900 -0.2955 3.7622
H 14.7576 -2.6733 -2.6356
H 22.0732 -2.4823 -4.1830
H 13.1961 -0.7298 2.0247
H 15.0011 0.2115 -4.6421
H 22.2401 -4.6833 4.8423
H 15.7456 -3.5897 -2.2660
H 20.9345 -7.1452 5.4900
H 16.4423 -2.9230 0.8255
H 14.5121 -0.4250 0.8730
H 21.7576 1.3013 -0.1895
H 18.2951 -1.2927 -4.4789
H 18.9198 1.4242 4.7206
H 23.2507 1.3258 0.1867
H 13.4331 1.4128 -1.1058
H 15.5882 -4.2936 1.2971
H 23.6168 1.1707 2.6659
H 14.8978 -1.5002 3.5670
H 21.1771 1.9088 3.2960
H 18.7558 -0.9966 3.3957
H 24.5342 2.5137 1.9517
H 16.3580 -2.2425 -2.4022
H 18.9211 -3.6328 -4.1825
H 18.3868 1.1286 -3.6829
H 17.2885 -5.0259 2.7583
H 19.7070 -3.7859 5.1700
H 14.0917 1.1837 -3.8338
H 20.7762 -0.1243 0.2144
H 15.2515 2.1922 0.4238
H 18.6208 -4.7078 -0.5617
H 16.3989 2.1493 4.0505
H 16.1405 0.9973 1.6172
H 18.6297 -3.2929 -2.4986
H 17.1484 -6.9116 -1.8847
H 17.2142 -4.6247 -2.4974
H 13.2579 -3.2254 1.6636
H 18.1870 -4.6023 1.1155
H 12.4549 -2.3020 0.4877
H 18.7717 -7.1128 -0.1319
H 17.5578 -6.9638 1.2041
H 16.1664 3.6003 -1.4648
H 18.5195 -2.8578 1.6195
H 19.8731 0.7432 -4.5952
H 19.3717 -5.8135 1.4135
H 13.4403 -0.4320 -4.1080
H 16.8016 0.3646 3.8713
H 18.5818 1.7060 0.7002
H 18.6104 -6.1281 5.0697
H 23.0550 1.1304 -2.5096
H 16.6946 2.6469 1.8885
H 20.7804 1.3544 0.2004
H 20.0527 -4.0605 -2.8928
H 15.0619 -6.0136 -1.4734
H 21.0816 -5.4478 1.9847
H 18.5427 2.8388 3.7077
H 20.2649 2.8528 2.0954
H 14.7707 -1.5916 2.1636
H 18.2184 0.7748 -0.0497
H 17.5472 -4.1141 4.2196
H 21.3098 -6.7421 3.7870
H 13.1647 -0.9572 -1.6202
H 22.8915 2.7011 2.8000
H 18.4452 1.7876 -1.4422
H 13.4382 0.5765 0.4359
H 20.6240 -3.2249 3.7137
H 20.7886 -2.5727 -5.3973
H 17.2987 -2.9906 -1.6575
H 19.6161 -2.4672 0.1109
H 20.3414 1.8956 -2.4509
H 15.9687 -2.5197 4.5334
H 18.4804 -2.0953 3.1966
H 19.9540 -0.8463 2.1884
H 17.9341 0.0658 1.0864
H 22.6591 2.8151 0.2211
H 16.3875 -0.8284 4.1129
H 17.8190 2.4486 0.1160
H 18.1737 -1.1445 -2.7573
H 23.1099 -0.5378 -2.9666
H 16.3154 -7.9869 -0.7388
```

Summary:
- Energy relative to the best compared isomer or geometry (same formula, charge and spin): 839.2 kcal per mole
- DFT total energy: -92490.6530 eV
- Total charge: +3
- E_LUMO: -9.9 eV
- HOMO: -15.14 eV